Molecular formula: CH5N3
Method: DFT, ωB97M-V/def2-TZVPD

Orbital gap ... 9.38 eV
SMILES ... N=C(N)N
Energy above the lowest of the compared OMol25 structures with the same formula, charge and spin ... 119.0 kJ/mol
HOMO ... -8.713 eV

```
9
Properties=species:S:1:pos:R:3:forces:R:3
C -0.1325 -0.2459 -0.0905 1.308 -3.305 0.335
H -1.7211 -1.2751 0.0799 -0.846 0.081 -0.163
H 0.0869 1.7617 0.4148 -3.389 -2.843 -2.395
N 1.2571 -0.2879 -0.1015 -1.027 3.632 0.064
H 1.6103 -1.1670 -0.1262 1.443 -2.769 0.138
H 1.8654 0.5269 0.0829 -0.881 -1.131 -0.385
N -0.7392 -1.3997 -0.0482 1.060 1.321 -0.076
H -1.5933 1.1014 -0.0399 -1.459 0.332 0.500
N -0.6335 0.9856 -0.1713 3.790 4.683 1.981
```
Positions in Å, forces in eV/Å.

***

Molecular formula: C33H58AsBiCl2N6O2SSeSi3
Method: DFT, ωB97M-V/def2-TZVPD

Net charge ... +2
Orbital gap ... 7.08 eV
Energy above the lowest of the compared OMol25 structures with the same formula, charge and spin ... 0.0 kJ/mol
HOMO ... -11.712 eV

```
108
Properties=species:S:1:pos:R:3:forces:R:3
C -4.6501 2.1813 0.8450 0.376 -0.022 -0.704
C -2.5225 5.5056 -2.7380 0.326 -0.518 0.587
C 0.2971 5.1294 -1.4411 -0.676 -0.395 0.174
H -3.1254 -0.1201 3.2018 -0.083 -0.108 0.010
C 2.8050 -6.5821 -2.2857 -0.309 -0.780 0.157
H -3.6055 3.2146 -5.0613 -0.016 0.208 0.075
C 1.2804 -8.2238 -1.3406 0.059 0.166 -0.048
H 0.1555 2.6715 -5.4658 -0.003 -0.185 -0.243
H 0.5738 2.8477 -3.7615 0.124 -0.058 0.117
H 1.8075 -10.2369 -1.8052 -0.063 -0.089 0.034
C -2.4796 -1.8528 0.3130 0.206 -0.691 -1.367
H 2.3599 3.8573 4.7897 -0.007 0.048 0.103
H -0.6325 -0.2859 -3.2809 0.147 -0.090 -0.017
C 3.2283 2.2568 -1.4694 0.000 0.192 -0.014
C -4.8550 0.3925 -1.7856 0.304 0.649 0.340
Cl 1.0825 4.6940 2.4565 -0.025 0.475 0.035
Bi -0.3545 0.3799 -0.5894 1.001 -0.430 0.201
H -4.3709 0.2194 -2.7430 0.082 0.009 -0.147
C 4.1713 0.1421 -0.9744 0.041 -0.216 0.214
H -1.8959 6.1697 -3.3238 0.299 0.028 -0.055
S 0.6761 2.4091 0.5304 -0.324 0.137 -0.040
H 3.6586 1.3357 -4.5914 0.182 0.064 0.071
Cl 1.6530 -0.6355 1.5384 0.000 0.002 -0.033
H 3.1097 1.6024 5.5405 0.028 -0.025 0.044
H -2.8661 -1.8687 3.1792 -0.011 -0.078 0.020
H 0.4092 -8.4782 -0.7606 -0.128 -0.057 0.083
C 3.9455 0.6831 -3.7656 -0.651 -0.362 -0.520
C 3.5877 -7.5628 -2.8766 -0.094 0.131 0.083
C 1.3814 2.0433 2.0847 0.051 -0.088 -0.100
C -3.2485 -1.0237 2.6069 0.118 0.251 0.055
H -4.1002 1.5635 -4.7449 -0.108 -0.107 0.077
H -4.5745 -0.4193 -1.1236 0.133 -0.134 0.152
C 3.1942 -8.8747 -2.6840 0.046 -0.006 -0.017
H 2.5535 -0.7075 -2.7968 -0.007 0.047 -0.100
C -3.2700 2.1827 -5.0739 0.471 0.051 0.731
C -2.4707 -0.8496 1.3419 -0.064 0.658 0.648
H 5.2046 3.1425 -1.8101 0.084 -0.158 -0.178
H -2.0517 -0.5966 -4.2820 -0.250 -0.096 0.005
Si -1.5574 4.6996 -1.2821 0.193 0.369 -0.092
O -1.9567 -2.5033 -1.8139 -0.298 -0.082 0.489
H -0.5574 -0.0853 -5.0212 0.122 0.049 -0.201
H 0.7320 4.7748 -2.3697 -0.030 -0.089 -0.248
H -2.9342 4.7555 -3.4075 -0.085 -0.051 -0.122
C -1.1918 0.0539 -4.1518 -0.303 0.643 0.200
C 1.8826 -4.6939 -1.5845 -0.063 0.325 0.042
H -5.0158 4.4755 -1.4751 0.081 0.131 0.118
H -6.3649 3.4062 -1.7725 -0.165 -0.203 0.140
H 5.8391 -0.4348 -2.2889 0.009 0.184 -0.082
C 2.6264 1.7291 4.5840 -0.059 0.055 -0.118
H -5.9255 0.3259 -1.9435 -0.283 0.118 0.001
H 4.9210 -4.9206 -2.7116 -0.049 -0.021 -0.015
O -1.7414 1.2063 1.9710 0.100 -0.326 -0.256
N 3.0121 0.8277 -1.4987 -0.336 -0.060 0.235
H -3.7898 1.8391 1.4106 0.210 -0.099 0.095
H 4.3278 0.4547 0.0579 0.048 0.018 -0.023
N 4.9715 1.3703 -2.9403 0.546 0.121 -0.386
H 0.8596 4.7076 -0.6157 0.031 0.007 0.121
H 2.3165 2.7604 -1.7897 0.088 0.061 -0.031
H 6.1829 0.9712 -1.2609 0.013 0.059 -0.208
H 3.4094 2.5597 -0.4375 -0.012 0.036 -0.089
H -3.3474 6.1071 -2.3723 -0.197 0.024 0.168
H -5.5025 1.5810 1.1463 -0.236 -0.184 -0.135
C -2.2847 5.1133 0.4257 0.294 -0.353 -0.582
C 2.0676 -9.1978 -1.9287 0.005 -0.033 -0.007
H 5.7757 1.5921 -3.5328 -0.128 -0.036 0.124
H 4.3825 -0.2263 -4.1841 0.105 0.155 0.090
H -1.7638 -2.0626 -2.6533 0.022 0.143 0.283
H -0.4785 4.0102 -4.5407 -0.083 0.214 0.036
H -1.5487 5.6158 1.0436 0.245 0.057 0.057
N -2.0466 -1.4960 -0.8524 -0.252 -0.043 -0.202
Se 1.5484 -2.9386 -1.3061 -0.181 1.144 0.238
N -1.7462 0.2287 1.1659 -0.260 0.091 0.601
H 0.2926 -5.5685 -0.5707 0.123 0.096 -0.079
C 2.4265 0.6407 3.7555 0.038 -0.194 -0.015
As -1.9597 2.2409 -1.5911 -1.208 1.476 -0.816
H -2.5685 4.2041 0.9483 0.001 -0.136 0.123
H -4.8496 3.2001 1.1623 -0.031 0.224 -0.089
C 1.5882 3.1284 2.9497 0.107 -0.406 0.033
H -2.5051 -3.6505 1.4579 -0.008 -0.010 0.099
H -3.0732 1.9350 -6.1123 0.259 -0.143 -0.143
N 1.1247 -5.7041 -1.1227 0.111 -0.046 -0.074
H -2.8796 -3.8569 -0.2678 -0.054 0.010 0.127
Si -4.3689 2.0797 -1.0348 -0.717 -0.164 0.011
H -5.0967 3.5599 -2.9690 0.044 -0.050 -0.184
H -4.0769 -3.1557 0.8313 -0.048 0.008 0.076
C -5.2919 3.5160 -1.9020 0.763 -0.529 0.219
H 2.7652 -0.3384 4.0527 -0.008 -0.138 0.061
H 1.8377 0.8564 -3.2078 0.017 0.034 -0.087
H -4.3082 -1.1906 2.4223 -0.064 -0.026 -0.046
H 0.4289 6.2058 -1.4159 -0.157 0.313 -0.008
C 1.8148 0.7944 2.5204 0.192 0.271 0.452
H 3.7975 -4.4079 -3.9969 0.036 -0.007 0.055
C 3.9582 -4.4521 -2.9169 0.299 0.234 -0.234
C -0.2263 2.9558 -4.4918 -0.728 -0.282 0.374
H 3.9524 -3.4409 -2.5086 -0.029 -0.135 -0.036
Si -1.7351 1.8880 -3.9786 0.394 -0.291 -0.632
H -3.1530 5.7599 0.3688 -0.204 0.101 -0.187
C 2.7417 0.3681 -2.8410 -0.036 -0.162 -0.158
H 4.1182 3.2789 -3.2031 0.130 -0.141 -0.030
N 2.9128 -5.2033 -2.2834 -0.389 -0.193 0.304
C 2.2074 2.9839 4.1761 -0.037 -0.002 -0.034
C 5.4122 0.4670 -1.8452 0.276 -0.540 0.706
C 1.6620 -6.9061 -1.5349 0.605 -0.530 -0.431
H 3.9603 -0.9278 -0.9617 0.059 -0.022 -0.032
C -3.0141 -3.2156 0.6005 0.134 -0.124 -0.244
C 4.4233 2.6332 -2.3773 -0.310 0.691 0.300
H 3.7748 -9.6668 -3.1308 0.035 -0.070 -0.019
H 4.4611 -7.3219 -3.4633 0.054 0.034 -0.038
```
Positions in Å, forces in eV/Å.

***

| no. | F_max (Eh/bohr) |
| --- | --- |
| 1 | 0.1233 |
| 2 | 0.0403 |